80
Properties=species:S:1:pos:R:3:forces:R:3:lowdin_charge:R:1 method="wB97M-V/def2-TZVPD" gap_ev=7.343 lumo_ev=-3.334 largest_force_ha_per_bohr=0.0211 total_charge=+1 multiplicity=1
Ta 0.367 -0.313 0.531 -0.373 0.937 -0.394 1.844
Br -0.565 0.812 2.943 -0.192 -0.287 0.103 1.001
C -1.746 -0.616 3.435 0.086 0.082 -0.046 -0.528
C -2.445 -0.525 4.598 0.146 0.253 0.058 -0.106
C -3.311 -1.573 4.952 -0.091 -0.180 -0.057 -0.058
C -3.443 -2.648 4.120 -0.004 0.072 0.098 -0.015
C -2.721 -2.730 2.906 0.024 0.033 -0.038 -0.155
C -2.892 -3.835 2.041 0.050 0.000 -0.066 -0.009
C -2.218 -3.888 0.858 -0.091 -0.043 0.086 -0.047
C -1.332 -2.856 0.502 0.131 0.093 -0.050 -0.119
C -1.089 -1.751 1.301 -0.034 -0.203 0.095 -0.237
C -1.826 -1.692 2.529 0.057 0.083 -0.057 -0.213
H -2.332 0.335 5.244 -0.010 -0.006 -0.007 0.111
H -3.868 -1.513 5.876 -0.001 -0.005 0.004 0.114
H -4.112 -3.460 4.376 -0.004 0.002 0.004 0.121
H -3.570 -4.627 2.335 -0.006 -0.001 -0.002 0.121
H -2.351 -4.726 0.187 -0.002 -0.003 0.000 0.113
H -0.815 -2.961 -0.441 -0.001 0.004 -0.002 0.084
Cl 5.480 4.503 1.387 0.036 0.009 0.012 0.740
C 4.465 3.106 1.437 -0.027 0.122 -0.050 -0.591
C 4.969 1.917 1.871 0.170 -0.033 0.058 -0.138
C 4.165 0.757 1.928 -0.211 -0.020 -0.080 -0.634
I 4.931 -1.057 2.544 0.044 -0.075 0.036 1.036
C 2.859 0.840 1.536 0.087 0.171 0.253 -0.391
O 1.972 -0.167 1.573 0.041 -0.465 -0.311 -0.317
C 2.335 2.056 1.058 0.235 0.030 0.079 -0.161
N 1.043 1.985 0.648 -0.086 0.286 -0.162 -0.014
C 0.485 3.099 0.195 0.026 -0.320 0.066 -0.058
C 1.184 4.311 0.121 -0.080 0.089 0.009 0.000
C 2.491 4.381 0.517 0.010 0.065 -0.013 0.022
C 3.118 3.222 1.006 -0.095 -0.280 0.025 -0.151
H 6.004 1.860 2.178 -0.005 -0.006 0.000 0.104
H -0.543 3.041 -0.125 -0.087 -0.059 -0.015 0.096
H 0.665 5.183 -0.248 -0.022 0.035 -0.014 0.095
H 3.045 5.309 0.459 -0.004 0.004 -0.004 0.108
N 1.684 -3.364 -6.898 -0.012 -0.005 -0.013 0.139
C 1.795 -2.825 -5.660 0.039 0.026 0.054 -0.296
C 3.061 -2.603 -5.088 -0.020 -0.014 -0.050 -0.010
C 3.173 -2.046 -3.838 0.130 0.028 0.028 -0.047
C 2.023 -1.698 -3.133 -0.012 0.051 0.198 -0.309
C 0.755 -1.911 -3.679 -0.039 -0.024 -0.006 -0.039
C 0.645 -2.464 -4.930 0.020 -0.008 -0.028 -0.006
S 2.184 -1.044 -1.545 0.020 -0.191 -0.105 0.658
O 3.561 -0.853 -1.226 0.048 -0.055 -0.098 -0.250
O 1.304 0.161 -1.386 -0.176 0.298 0.164 -0.376
N 1.357 -1.920 -0.463 0.035 0.172 0.034 -0.278
C 1.971 -2.917 0.287 0.290 -0.371 0.253 -0.739
S 3.163 -4.013 -0.309 -0.107 -0.118 0.013 1.065
C 3.215 -4.746 1.249 0.064 0.142 -0.070 -0.385
C 2.370 -4.101 2.086 -0.105 -0.117 -0.018 -0.238
N 1.658 -3.066 1.534 0.094 -0.040 0.018 0.048
H 2.495 -3.680 -7.397 -0.012 0.006 0.012 0.109
H 0.785 -3.588 -7.282 0.005 0.002 -0.001 0.108
H 3.952 -2.872 -5.640 -0.002 -0.002 -0.004 0.120
H 4.147 -1.872 -3.398 -0.024 -0.011 -0.006 0.122
H -0.128 -1.638 -3.119 -0.021 -0.009 -0.020 0.096
H -0.333 -2.628 -5.364 -0.003 -0.002 0.007 0.119
H 3.863 -5.580 1.457 0.028 0.011 -0.010 0.070
H 2.217 -4.350 3.125 -0.001 -0.002 0.005 0.113
C -3.835 2.629 1.852 -0.006 -0.024 0.010 -0.018
C -3.266 3.446 0.731 0.023 -0.059 -0.048 -0.193
C -2.797 4.736 0.929 0.012 -0.002 -0.032 -0.055
C -2.296 5.477 -0.133 0.063 -0.093 0.019 -0.683
Cl -1.679 7.073 0.155 0.014 0.056 0.008 0.684
C -2.262 4.951 -1.410 -0.011 0.003 0.012 -0.107
C -2.727 3.658 -1.622 -0.024 -0.013 -0.038 -0.004
C -3.209 2.911 -0.560 -0.112 0.064 0.054 -0.246
O -3.741 1.647 -0.700 0.085 -0.023 -0.006 -0.020
C -3.114 0.742 -1.570 0.090 0.050 -0.038 -0.063
C -1.787 0.226 -1.051 -0.222 -0.140 -0.174 -0.534
O -1.252 -0.785 -1.496 -0.004 -0.140 0.032 0.001
O -1.210 0.862 -0.086 0.106 0.232 0.208 -0.196
H -3.765 3.166 2.797 0.012 -0.003 0.007 0.086
H -3.311 1.676 1.942 -0.015 0.016 -0.002 0.054
H -4.884 2.395 1.663 -0.003 0.000 0.013 0.097
H -2.822 5.172 1.919 -0.003 0.000 -0.001 0.118
H -1.899 5.545 -2.237 0.017 -0.003 0.012 0.113
H -2.734 3.273 -2.632 0.022 -0.086 -0.013 0.119
H -2.946 1.145 -2.571 0.005 0.039 -0.044 0.136
H -3.780 -0.112 -1.681 -0.003 -0.017 0.046 0.153